A cluster of 2 separate species, C4H13NOS in total, computed with ωB97M-V with the def2-TZVPD basis set.

Bonds (Å) are listed after each position.
Element x y z (Å)
1 C 0.64 -0.88 2.29  N2 1.567, H7 1.024, H8 1.002, H9 1.149
2 N 0.50 0.08 1.06  C1 1.567, C3 1.493, H10 0.938
3 C -0.11 -0.68 -0.07  N2 1.493, C4 1.506, H11 1.216, H12 1.004
4 C -0.35 0.31 -1.18  C3 1.506, C5 1.472, H13 1.156, H14 1.093
5 C -1.71 0.89 -1.16  C4 1.472, S6 1.907, H15 1.131, H16 1.129
6 S -3.09 -0.37 -1.55  C5 1.907, H17 1.378
7 H 1.26 -1.65 2.01  C1 1.024
8 H -0.17 -1.13 2.84  C1 1.002
9 H 1.33 -0.25 2.95  C1 1.149
10 H -0.16 0.72 1.27  N2 0.938
11 H -1.12 -1.15 0.41  C3 1.216
12 H 0.33 -1.57 -0.21  C3 1.004
13 H 0.09 -0.06 -2.18  C4 1.156
14 H 0.41 1.08 -1.03  C4 1.093
15 H -1.84 1.75 -1.88  C5 1.131
16 H -2.11 1.35 -0.21  C5 1.129
17 H -2.56 -0.70 -2.78  S6 1.378
18 O 2.86 0.88 -0.59  H19 0.921, H20 0.979
19 H 3.62 0.71 -0.09  O18 0.921
20 H 2.19 0.66 0.09  O18 0.979

Summary:
**Relative energy (zero: lowest compared OMol25 entry of this formula, charge and spin)**: 2.318 eV
**Gap between HOMO and LUMO**: 9.866 eV
**Structure (SMILES)**: CNCCCS.O
**E_tot**: -18729.6935 eV

Results of the Mulliken charge analysis, in e, for atoms 1 through 4: -1.1513 -0.4215 -0.7124 -0.3888